This record from the OMol25 dataset describes a cluster of 8 separate species, C3H22O8 in total in a non-equilibrium geometry. The level of theory is ωB97M-V/def2-TZVPD.

```
33
C3H22O8 ωB97M-V/def2-TZVPD
C -2.385 0.250 -1.953
C -0.893 0.397 -2.018
C -0.408 0.692 -3.411
O -0.433 1.376 -1.072
H -2.740 0.173 -0.929
H -2.669 -0.625 -2.543
H -2.890 1.104 -2.416
H -0.451 -0.556 -1.718
H 0.666 0.515 -3.521
H -0.660 1.672 -3.818
H -0.846 -0.047 -4.099
H -0.712 2.243 -1.394
O -2.020 0.230 3.119
H -1.490 -0.271 2.488
H -1.637 0.021 3.975
O -1.385 -2.240 0.775
H -2.303 -2.167 0.495
H -1.343 -3.062 1.274
O 2.633 -0.855 3.199
H 1.976 -0.828 3.900
H 2.140 -0.612 2.397
O 2.059 -3.926 3.009
H 1.245 -4.431 2.940
H 1.907 -3.092 2.550
O 2.699 1.957 -1.325
H 1.918 1.572 -1.740
H 3.099 2.499 -2.012
O 0.881 3.153 0.826
H 1.638 3.510 0.353
H 0.584 2.432 0.261
O 0.793 -0.390 1.146
H 0.112 -0.978 0.791
H 0.917 0.284 0.470
```

Its total energy is -729.40377 Eh. The SMILES is CC(C)O.O.O.O.O.O.O.O. As for the HOMO energy: -10.5 eV. Its lowest unoccupied orbital energy is -0.09 eV. Its HOMO-LUMO gap is 10.4 eV.



This record from the OMol25 dataset describes a structure of composition C57H58GaGeOSb2 in a non-equilibrium geometry. The level of theory is ωB97M-V/def2-TZVPD.

```
120
C57H58GaGeOSb2 ωB97M-V/def2-TZVPD
Ga 0.416 0.277 0.593
C 2.314 -2.467 -1.043
C 1.615 -3.312 -2.119
C 0.286 -3.779 -1.535
Sb -1.112 -2.187 -0.992
C -1.974 -1.725 -2.905
C -1.685 -2.484 -4.031
C -2.317 -2.209 -5.236
C -3.235 -1.174 -5.322
C -3.529 -0.417 -4.199
C -2.899 -0.690 -2.994
C -2.653 -3.584 -0.433
C -3.920 -3.476 -0.991
C -4.868 -4.459 -0.741
C -4.556 -5.538 0.073
C -3.297 -5.631 0.649
C -2.347 -4.650 0.405
Sb 2.657 -0.350 -1.366
C 4.563 -0.347 -2.353
C 5.270 -1.519 -2.576
C 6.468 -1.472 -3.276
C 6.961 -0.260 -3.734
C 6.259 0.913 -3.492
C 5.062 0.874 -2.795
C 1.596 0.366 -3.085
C 0.608 1.327 -2.928
C 0.088 1.979 -4.035
C 0.539 1.656 -5.305
C 1.510 0.680 -5.466
C 2.047 0.042 -4.360
H 3.308 -2.848 -0.806
H 1.726 -2.521 -0.123
H 2.229 -4.188 -2.345
H 1.477 -2.781 -3.065
H 0.497 -4.339 -0.622
H -0.276 -4.429 -2.206
H -0.983 -3.307 -3.978
H -2.093 -2.812 -6.106
H -3.724 -0.961 -6.264
H -4.249 0.389 -4.260
H -3.147 -0.098 -2.120
H -4.167 -2.641 -1.634
H -5.850 -4.384 -1.188
H -5.293 -6.306 0.261
H -3.052 -6.470 1.285
H -1.368 -4.726 0.865
H 4.896 -2.472 -2.226
H 7.016 -2.386 -3.460
H 7.896 -0.229 -4.277
H 6.647 1.859 -3.844
H 4.514 1.790 -2.605
H 0.248 1.591 -1.940
H -0.669 2.742 -3.903
H 0.138 2.169 -6.169
H 1.859 0.417 -6.456
H 2.827 -0.698 -4.494
C -3.993 2.867 -0.362
C -3.197 2.172 0.763
C -2.819 0.776 0.277
C -2.097 3.139 1.170
C -2.515 4.242 1.890
C -1.673 5.328 2.106
C -0.383 5.323 1.569
C 0.121 4.232 0.896
C 1.496 4.386 0.279
C 1.332 4.913 -1.156
C 2.424 3.169 0.299
C -0.727 3.087 0.755
O -0.233 1.974 0.298
H -4.889 2.295 -0.600
H -3.375 2.945 -1.260
H -4.298 3.873 -0.077
H -3.852 2.056 1.631
H -2.216 0.833 -0.629
H -3.737 0.232 0.053
H -2.274 0.213 1.034
H -3.531 4.266 2.264
H -2.026 6.191 2.655
H 0.235 6.204 1.683
H 1.992 5.174 0.850
H 0.831 4.181 -1.792
H 2.306 5.138 -1.589
H 0.745 5.832 -1.158
H 2.226 2.510 -0.546
H 2.338 2.603 1.230
H 3.456 3.510 0.219
C 1.900 -4.712 3.555
C 0.695 -4.431 4.184
C 0.166 -3.150 4.139
C 0.854 -2.142 3.465
C 2.071 -2.426 2.845
C 2.592 -3.708 2.889
Ge 0.196 -0.304 3.458
C 1.465 1.109 3.910
C 2.680 0.798 4.518
C 3.575 1.813 4.825
C 3.263 3.132 4.526
C 2.048 3.445 3.930
C 1.151 2.437 3.620
C -1.698 0.021 3.780
C -2.110 1.199 4.405
C -3.451 1.382 4.709
C -4.383 0.413 4.362
C -3.978 -0.751 3.719
C -2.637 -0.952 3.436
H 2.303 -5.715 3.584
H 0.167 -5.214 4.712
H -0.769 -2.936 4.642
H 2.611 -1.634 2.333
H 3.539 -3.926 2.413
H 2.921 -0.230 4.761
H 4.519 1.574 5.295
H 3.970 3.917 4.756
H 1.798 4.473 3.700
H 0.207 2.685 3.148
H -1.383 1.952 4.684
H -3.767 2.282 5.219
H -5.428 0.559 4.603
H -4.706 -1.504 3.451
H -2.320 -1.866 2.944
```

Its total energy is -6763.68010 Eh. As for the HOMO energy (alpha / beta): -12.3 / -12.4 eV. Its spin multiplicity is 2. As for the expectation value of S²: 0.773. As for the total charge: +2. Its lowest unoccupied orbital energy (alpha / beta) is -6.43 / -8.03 eV. Its HOMO-LUMO gap (alpha / beta) is 5.9 / 4.4 eV.



This record from the OMol25 dataset describes a cluster of 2 separate species, C9H14 in total in a non-equilibrium geometry. The level of theory is ωB97M-V/def2-TZVPD.

```
23
C9H14 ωB97M-V/def2-TZVPD
C -0.890 1.980 0.075
C -0.971 0.489 -0.022
C -1.929 -0.056 -0.884
C -2.201 -1.442 -0.806
C -1.701 -2.109 0.282
C -0.796 -1.620 1.190
C -0.444 -0.250 0.996
H 0.044 2.430 0.483
H -1.611 2.219 0.836
H -1.014 2.573 -0.825
H -2.440 0.361 -1.740
H -3.073 -1.703 -1.386
H -2.137 -3.088 0.495
H -0.277 -2.239 1.906
H 0.424 -0.053 1.672
C 2.565 1.013 -0.074
C 2.264 -0.411 -0.591
H 3.478 1.071 0.514
H 2.302 1.861 -0.713
H 1.734 1.243 0.616
H 1.298 -0.430 -1.052
H 2.333 -1.052 0.294
H 3.041 -0.788 -1.265
```

Its total energy is -351.27341 Eh. The SMILES is Cc1ccccc1.CC. As for the HOMO energy: -9.1 eV. Its lowest unoccupied orbital energy is 1.02 eV. Its HOMO-LUMO gap is 10.1 eV.



This record from the OMol25 dataset describes a structure of composition C28H38BCaN5P2 in a non-equilibrium geometry. The level of theory is ωB97M-V/def2-TZVPD.

```
75
C28H38BCaN5P2 ωB97M-V/def2-TZVPD
Ca -0.081 0.554 3.407
C -1.945 1.916 -5.329
C -2.040 0.706 -4.756
C -1.227 -0.514 -5.062
C 0.113 -0.287 -5.783
C 1.063 0.590 -5.019
C 1.158 1.926 -5.036
C 0.346 2.892 -5.851
C -0.996 2.373 -6.399
C 1.828 0.646 4.772
H -2.657 2.697 -5.051
H -2.836 0.525 -4.029
H -1.818 -1.230 -5.658
H -1.019 -1.024 -4.107
H 0.601 -1.274 -5.841
H -0.056 0.033 -6.817
H 1.777 0.008 -4.427
H 1.951 2.415 -4.465
H 0.935 3.277 -6.700
H 0.140 3.769 -5.215
H -1.483 3.237 -6.880
H -0.826 1.636 -7.192
H 1.298 1.408 5.379
H 2.737 0.994 4.310
H 1.953 -0.304 5.313
P 1.744 -0.517 1.505
P -1.341 -0.787 1.399
N 2.799 0.815 0.989
N 3.029 -1.694 1.803
N -2.029 0.538 0.447
N -2.764 -1.681 1.808
C 0.990 -1.074 -0.086
C -0.392 -1.750 0.164
C 2.600 2.145 1.367
C 3.468 2.954 0.653
C 4.239 2.101 -0.201
C 3.823 0.797 0.019
C 3.866 -1.686 2.926
C 4.471 -2.927 3.063
C 3.989 -3.756 1.992
C 3.101 -2.989 1.250
C -2.207 1.837 0.944
C -2.688 2.637 -0.080
C -2.764 1.829 -1.256
C -2.340 0.550 -0.922
C -3.868 -2.036 1.004
C -4.618 -2.971 1.690
C -3.979 -3.209 2.957
C -2.853 -2.409 3.006
H 1.657 -1.744 -0.641
H 0.874 -0.173 -0.711
H -0.963 -1.927 -0.758
H -0.242 -2.727 0.661
H 1.862 2.383 2.132
H 3.536 4.033 0.725
H 4.999 2.435 -0.905
H 4.142 -0.128 -0.423
H 3.909 -0.804 3.558
H 5.166 -3.222 3.840
H 4.259 -4.781 1.808
H 2.498 -3.250 0.400
H -2.000 2.054 1.995
H -2.976 3.682 0.001
H -3.109 2.152 -2.238
H -2.215 -0.335 -1.512
H -3.987 -1.583 0.038
H -5.520 -3.459 1.338
H -4.307 -3.894 3.729
H -2.111 -2.239 3.778
B -1.852 -0.050 7.751
C -1.637 0.017 6.223
N -1.546 0.068 5.070
H -2.391 1.031 8.014
H -0.724 -0.137 8.239
H -2.511 -1.087 7.880
```

Its total energy is -2748.57869 Eh. As for the HOMO energy: -7.3 eV. Its lowest unoccupied orbital energy is -0.81 eV. Its HOMO-LUMO gap is 6.5 eV.



This record from the OMol25 dataset describes a cluster of 2 separate species, C4H9OP in total in a non-equilibrium geometry. The level of theory is ωB97M-V/def2-TZVPD.

```
15
C4H9OP ωB97M-V/def2-TZVPD
C -0.194 -1.751 0.358
C 0.787 -0.911 0.292
C 1.509 1.308 -0.498
C 1.747 -0.108 0.054
O -1.679 0.285 1.577
P -1.994 0.190 0.172
H -0.345 -2.438 -0.603
H -0.701 -1.931 1.306
H 1.973 2.150 0.041
H 0.411 1.340 -0.509
H 2.131 1.428 -1.432
H 2.780 -0.331 0.322
H -0.857 0.189 -0.686
H -2.677 1.450 -0.080
H -2.889 -0.872 -0.315
```

Its total energy is -574.10465 Eh. As for the HOMO energy (alpha / beta): -5.4 / -9.5 eV. Its spin multiplicity is 3. As for the expectation value of S²: 2.011. Its lowest unoccupied orbital energy (alpha / beta) is 0.92 / -2.60 eV. Its HOMO-LUMO gap (alpha / beta) is 6.3 / 6.9 eV.